14
Properties=species:S:1:pos:R:3 method="wB97M-V/def2-TZVPD" homo_ev=-14.44 largest_force_ev_per_a=7.1 gap_ev=10.3 multiplicity=1 de_lowest_kj_mol=467.2 charge=+1 energy_ha=-316.28827
N -2.298 1.026 -0.266
N -1.082 -1.301 0.489
H -2.029 -1.593 0.565
N 2.597 0.174 0.417
H 0.472 1.361 -0.507
N 1.581 -0.316 -0.470
H 2.709 1.148 0.364
H -2.985 1.023 0.503
H 1.892 -0.102 -1.446
N 0.342 0.426 -0.307
H 2.393 -0.101 1.347
H -2.497 0.517 -1.079
H -0.329 -2.078 0.438
C -0.769 -0.185 -0.049